A molecular structure, C16H17Br2EuNO2 at a distorted geometry, computed with ωB97M-V with the def2-TZVPD basis set.

Summary:
Gap between HOMO and LUMO (alpha / beta) in eV: 7.236 / 8.976
E_LUMO (alpha / beta) in eV: -5.35 / -3.68
Maximum force in eV/Å: 2.22
Electronic energy in a.u.: -6683.3629
Relative energy (zero: lowest compared OMol25 entry of this formula, charge and spin) in kJ/mol: 7.02
Charge: +1
E_HOMO (alpha / beta) in eV: -12.582 / -12.660
Multiplicity: 7

The geometry in XYZ format:
```
39
Properties=species:S:1:pos:R:3:forces:R:3:lowdin_spin:R:1
H -2.244 0.413 -2.550 0.1541 0.0450 -0.0197 0.000
H 1.505 -0.861 2.891 -0.0435 0.0218 0.0296 0.000
H 1.432 1.629 0.576 0.0158 0.0184 -0.0060 0.000
H -4.779 1.008 0.191 0.0382 0.0361 -0.0165 0.000
H 5.982 -1.701 -0.864 -0.0163 0.0014 0.0083 0.000
H -0.362 2.201 -0.987 0.0134 0.0383 -0.0044 0.000
C 0.182 0.508 1.905 0.0810 -0.1894 0.1246 -0.004
H -4.179 2.606 0.660 0.0575 -0.0220 -0.0493 0.000
C 1.258 0.199 2.905 0.0117 0.0991 0.0380 -0.001
C -1.127 0.045 2.091 -0.0169 -0.1133 0.0165 -0.004
H 2.164 0.767 2.697 -0.0274 0.0126 -0.0062 0.000
C 3.105 -0.105 -1.545 0.3809 0.0518 0.0128 0.000
C -1.905 1.178 0.087 -0.1499 -0.0933 -0.0930 -0.002
C -4.305 1.921 -0.180 -0.1770 -0.0910 0.0329 0.000
H -5.006 2.377 -0.880 0.0382 -0.0087 -0.0069 0.000
H 0.918 0.452 3.910 0.0167 0.0074 -0.0069 0.000
C 4.021 -2.354 -0.269 0.1794 0.1718 -0.0928 0.000
C -2.149 0.378 1.210 -0.1365 0.0040 -0.0360 -0.002
C 4.472 -0.352 -1.534 0.0044 -0.0214 0.0364 0.000
C 2.704 -2.001 -0.344 -0.0534 -0.2604 0.1118 0.000
H 4.347 -3.260 0.223 -0.0621 0.0315 0.0060 0.000
Br 2.467 1.409 -2.456 -0.2007 0.0625 -0.0052 0.000
C -0.591 1.587 -0.123 0.1227 0.0819 -0.2265 -0.004
H -2.611 2.542 -1.327 -0.0602 0.0446 0.0226 0.000
C 4.922 -1.484 -0.882 0.1819 -0.0805 -0.0024 0.000
C 1.450 -2.689 0.118 0.4017 -0.6683 0.0246 -0.004
C -2.986 1.615 -0.882 0.0357 0.2375 0.0688 0.000
O 0.887 -2.241 1.159 0.4819 -0.2213 0.0424 -0.009
H -1.349 -0.572 2.952 -0.0199 -0.0169 -0.0071 0.000
N 2.234 -0.894 -0.954 -0.0435 -0.0636 -0.1367 -0.004
H -3.145 0.007 1.404 -0.0319 0.0047 -0.0045 0.000
H -3.588 -0.330 -1.683 -0.0804 0.0638 0.0585 0.000
C 0.432 1.262 0.765 0.2076 0.0611 -0.1322 -0.002
H -3.853 1.035 -2.781 -0.0428 -0.0257 0.0733 0.000
Br -2.620 -2.707 -0.206 -0.2513 -0.1152 -0.1116 -0.032
Eu -0.407 -1.324 -0.446 -1.6715 1.4421 0.2538 6.075
O 0.754 -3.212 -0.796 0.6261 -0.3378 0.1173 -0.009
C -3.183 0.623 -2.025 0.0359 -0.2041 -0.1143 0.001
H 5.152 0.323 -2.030 0.0004 -0.0047 -0.0004 0.000
```
Forces are in eV/Å.